10
Properties=species:S:1:pos:R:3 method="wB97M-V/def2-TZVPD" e_tot_ev=-18883.560 e_lumo_ev=0.93 e_above_lowest_kcal_mol=32.6 orbital_gap_ha=0.3886
N 0.76942 1.05352 -0.38775
C -0.46370 0.33463 -0.04261
C -0.12939 -0.92843 0.66209
F -1.48235 -1.38138 0.61163
Cl 0.97090 -2.06556 -0.22220
H 1.41017 0.33904 -0.90563
H 0.50392 1.76391 -1.04635
H -0.77036 1.19769 0.65854
H -1.15085 0.29701 -1.01345
H 0.34224 -0.61043 1.68574